No. 1
Here is a 2-piece molecular cluster, C8H9OPS overall from OMol25. Energies are from ωB97M-V/def2-TZVPD.

Energy   -30611.850 eV
SMILES   C=CSc1ccccc1.O=P
HOMO energy   -8.39 eV

```
! RIJCOSX wB97M-V def2-TZVPD def2/J DEFGRID3
* xyz 0 1
C -1.0401 1.9666 -0.0879
C -1.2529 1.2035 1.0488
C -0.2942 1.4567 -1.1381
C -0.7232 -0.0840 1.1335
C 0.2667 0.1940 -1.0497
C 0.0756 -0.5607 0.0951
C 3.1866 -0.8280 -0.1067
C 2.5105 -1.9586 -0.0271
O -3.1603 -0.8055 -0.9915
P -3.1797 -0.9029 0.4627
S 0.7918 -2.1841 0.2310
H -1.4485 2.9639 -0.1523
H -1.7977 1.6219 1.8841
H -0.1393 2.0472 -2.0287
H -0.8121 -0.6558 2.0457
H 0.8567 -0.2052 -1.8607
H 4.2533 -0.8414 -0.2330
H 2.7142 0.1372 -0.0463
H 2.9844 -2.9266 -0.0748
H -3.7918 0.3617 0.8961
*
```

The Löwdin scheme yields these atomic charges, measured in e:
1. C -0.079
2. C -0.160
3. C -0.057
4. C -0.246
5. C -0.103
6. C -0.562
7. C -0.066
8. C -0.512
9. O -0.537
10. P 0.796
11. S 0.940
12. H 0.108
13. H 0.106
14. H 0.110
15. H 0.096
16. H 0.117
17. H 0.051
18. H 0.048
19. H 0.052
20. H -0.102


No. 2
Here is C8HCl2F5O3PdS4Sb as an isolated structure from OMol25. Energies are from ωB97M-V/def2-TZVPD.

Energy   -106446.587 eV
HOMO energy   -5.42 eV

```
! RIJCOSX wB97M-V def2-TZVPD def2/J DEFGRID3
* xyz -1 1
Pd 0.2350 0.2291 -1.2137
S -0.6641 3.8363 -4.3952
Sb 0.7585 2.1928 -3.8602
S 1.1622 2.2666 -1.4279
S -0.5547 0.1640 -3.3146
S 2.5917 1.7147 -5.0480
Cl 2.2843 -4.4480 -1.4466
C 2.8247 -2.7790 -1.2924
Cl 3.6569 -2.5019 0.2512
C 1.6607 -1.7977 -1.3631
O 1.9379 -0.6543 -1.8644
O 0.5470 -2.0702 -0.8974
H 3.5321 -2.5688 -2.0867
F -1.8860 0.3115 5.0493
C -1.7703 0.4228 3.7185
C -2.8758 0.7346 2.9405
F -4.0580 0.9263 3.5334
C -2.7688 0.8455 1.5694
F -3.8564 1.1464 0.8577
C -1.5442 0.6540 0.9065
O -1.4697 0.7797 -0.3953
C -0.4607 0.3366 1.7269
F 0.7443 0.1240 1.1300
C -0.5534 0.2215 3.0999
F 0.5267 -0.0863 3.8221
*
```

The Löwdin scheme yields these atomic charges, measured in e:
1. Pd 0.680
2. S -0.228
3. Sb -0.141
4. S 0.137
5. S 0.180
6. S -0.221
7. Cl 0.618
8. C -1.008
9. Cl 0.616
10. C -0.779
11. O -0.184
12. O -0.041
13. H 0.070
14. F 0.104
15. C -0.152
16. C -0.145
17. F 0.116
18. C -0.139
19. F 0.122
20. C -0.271
21. O -0.204
22. C -0.129
23. F 0.028
24. C -0.150
25. F 0.121


No. 3
Here is a single C8HF4N5O3S molecule from OMol25. Energies are from ωB97M-V/def2-TZVPD.

Energy   -43603.351 eV
SMILES   N#CO[C@](C#N)(N=C=S)[C@](C#N)(ON=O)C(F)(F)C(F)F
HOMO energy   -10.67 eV

```
! RIJCOSX wB97M-V def2-TZVPD def2/J DEFGRID3
* xyz 0 1
N -1.5288 0.6476 -3.5506
C -1.2330 0.3613 -2.4762
O -1.1123 -0.2111 -1.3039
C 0.1866 -0.7098 -0.9457
C 1.2072 -0.4188 -1.9728
N 1.9697 0.0061 -2.7158
N 0.1540 -2.1779 -0.8120
C -0.9338 -2.7389 -0.8547
S -2.2761 -3.4952 -0.9902
C 0.6005 -0.1413 0.4577
C 2.0790 -0.3465 0.5619
N 3.2020 -0.4816 0.7429
O -0.0081 -0.9077 1.4669
N 0.5828 -0.6568 2.8054
O 0.4951 -1.6064 3.4411
C 0.3407 1.3928 0.5885
F 1.2296 1.9031 1.4812
F 0.5863 1.9889 -0.5947
C -1.0739 1.7950 1.1245
F -1.9948 0.8295 0.9338
F -1.4803 2.8905 0.4368
H -0.9922 2.0771 2.1761
*
```

The Löwdin scheme yields these atomic charges, measured in e:
1. N 0.217
2. C -0.308
3. O 0.049
4. C -0.346
5. C -0.133
6. N 0.265
7. N 0.139
8. C -0.737
9. S 0.854
10. C -0.289
11. C -0.144
12. N 0.246
13. O -0.047
14. N 0.071
15. O 0.167
16. C -0.379
17. F 0.118
18. F 0.154
19. C -0.269
20. F 0.100
21. F 0.100
22. H 0.173


No. 4
Here is C90H188F8N16O22S8 as an isolated structure from OMol25. Energies are from ωB97M-V/def2-TZVPD.

Energy   -273599.952 eV
HOMO energy   -20.18 eV

```
! RIJCOSX wB97M-V def2-TZVPD def2/J DEFGRID3
* xyz 8 1
C -11.4721 0.6368 5.8707
C -10.0628 0.4747 6.3731
C -9.3520 -0.5851 5.5307
C -7.9772 -0.8235 6.1401
N -7.1227 -1.7463 5.3786
C -5.8780 -2.0137 6.1608
C -5.2746 -3.1874 5.3465
C -6.4902 -3.9459 4.8135
C -7.7557 -3.1162 5.1803
C -6.7778 -1.1615 4.0346
H -11.4464 0.6948 4.8065
H -11.9811 1.3878 6.4630
H -11.9958 -0.3272 6.0396
H -10.1012 0.1654 7.4321
H -9.4921 1.4237 6.3473
H -9.1700 -0.2037 4.5313
H -9.9699 -1.4857 5.4113
H -7.9824 -1.1262 7.1943
H -7.4795 0.1604 6.1819
H -5.2326 -1.1273 6.1630
H -6.1113 -2.2722 7.1564
H -4.6591 -2.7647 4.5515
H -4.5840 -3.8103 5.9344
H -6.2846 -3.9850 3.7609
H -6.5601 -4.9485 5.2468
H -8.6019 -3.1357 4.4903
H -8.1710 -3.4223 6.1239
H -7.4231 -1.5348 3.2505
H -5.7477 -1.3942 3.8002
H -6.8235 -0.0919 4.2485
C 4.8915 -0.7479 -3.7501
C 6.0121 0.0125 -3.0649
C 7.3799 -0.6709 -3.1755
C 7.4094 -1.7847 -2.1427
N 8.6802 -2.6602 -2.1192
C 8.5472 -3.7381 -1.0191
C 9.6397 -3.3922 0.0163
C 10.6946 -2.6379 -0.7076
C 9.9308 -1.7867 -1.7258
C 8.8742 -3.3938 -3.4494
H 4.0250 -0.1248 -3.8219
H 4.6409 -1.6986 -3.3129
H 5.1648 -0.9846 -4.7764
H 5.7262 0.1573 -1.9890
H 6.0499 1.0119 -3.5129
H 8.1286 0.0822 -2.9298
H 7.6065 -0.9953 -4.2330
H 6.5580 -2.3945 -2.3363
H 7.3887 -1.3460 -1.1604
H 8.6394 -4.7240 -1.4834
H 7.5580 -3.6636 -0.5578
H 10.0096 -4.3584 0.4550
H 9.2430 -2.8238 0.8731
H 11.4688 -3.2065 -1.2426
H 11.2960 -2.0256 -0.0232
H 10.5087 -1.4844 -2.6369
H 9.4776 -0.8815 -1.3432
H 9.8434 -3.8832 -3.4803
H 8.7880 -2.6623 -4.2550
H 8.0541 -4.0694 -3.4998
C -4.1532 -7.9091 0.1887
N -2.7034 -8.2684 0.0329
C -1.9401 -7.4025 -0.6046
C -0.6323 -7.6976 -1.0229
C -0.0770 -8.9144 -0.6366
C -0.9046 -9.7620 0.1154
C -2.2008 -9.4498 0.4660
C 1.2529 -9.3438 -1.1960
C 2.1403 -8.3841 -1.7054
C 3.2322 -8.6824 -2.4317
N 3.5890 -9.9610 -2.5655
C 2.9033 -10.9365 -1.9579
C 1.7682 -10.6267 -1.2239
C 4.8229 -10.3480 -3.3358
H -4.4058 -7.1480 -0.5729
H -4.3039 -7.6089 1.2527
H -4.7583 -8.8050 0.0173
H -2.3418 -6.3986 -0.7345
H -0.1392 -6.8767 -1.5093
H -0.5315 -10.7525 0.4490
H -2.8053 -10.1170 1.0723
H 2.0310 -7.3121 -1.4840
H 3.8971 -7.9324 -2.8830
H 3.2300 -11.9963 -2.0028
H 1.2949 -11.5169 -0.8444
H 4.4289 -10.8458 -4.2283
H 5.4593 -10.9626 -2.6657
H 5.3966 -9.4642 -3.6073
C 0.7897 1.2891 8.0567
N 1.2030 -0.1538 8.2680
C 1.9210 -0.7604 7.3383
C 2.2743 -2.0441 7.4789
C 1.8342 -2.7343 8.6400
C 1.0469 -2.1378 9.5799
C 0.7532 -0.8178 9.3486
C 2.3247 -4.1336 8.8263
C 2.7368 -4.5881 10.1045
C 3.2834 -5.8142 10.3387
N 3.4802 -6.6485 9.2923
C 3.1433 -6.2342 8.0436
C 2.5032 -5.0725 7.7709
C 4.1022 -7.9540 9.5143
H 0.6780 1.3721 6.9644
H 1.5465 1.9225 8.5002
H -0.1769 1.3761 8.5117
H 2.1465 -0.1764 6.4399
H 2.9227 -2.4485 6.7541
H 0.7932 -2.6180 10.4969
H 0.1533 -0.2523 10.0548
H 2.4986 -4.0513 11.0126
H 3.5349 -6.2555 11.2732
H 3.4258 -6.9355 7.2418
H 2.1935 -4.8976 6.7366
H 3.3639 -8.5487 10.0933
H 5.0471 -7.7838 10.0590
H 4.2874 -8.4168 8.5437
C -0.5846 6.7044 -6.0657
C 0.2791 7.8649 -5.6140
N 1.3614 7.6488 -4.5405
C 2.4961 6.9252 -5.2376
C 1.7706 9.0186 -4.0784
C 2.9449 9.0891 -3.1220
C 0.8808 6.6901 -3.4430
C -0.1986 7.3258 -2.6002
O 0.2168 8.3352 -1.7357
C -0.6107 8.5386 -0.6553
H -1.1998 7.1484 -6.8709
H -1.2897 6.4199 -5.2940
H -0.0995 5.8194 -6.4675
H -0.4254 8.6318 -5.2348
H 0.8031 8.3198 -6.4823
H 3.3625 6.9073 -4.5063
H 2.6415 7.4488 -6.1747
H 2.0723 5.9566 -5.4260
H 0.9270 9.3774 -3.4835
H 1.9278 9.5272 -5.0106
H 3.9290 9.0037 -3.5031
H 2.8214 8.3837 -2.3362
H 2.8873 10.0253 -2.5452
H 1.7053 6.4878 -2.7592
H 0.5247 5.7620 -3.8979
H -0.5076 6.4246 -2.0271
H -1.0592 7.6770 -3.2359
H -0.7025 7.6520 -0.0143
H -1.5983 8.9034 -0.8729
H -0.0926 9.3420 -0.1163
C 11.1617 5.4093 1.6754
C 9.7063 5.7016 1.4160
N 9.2811 6.6366 0.2804
C 10.3674 7.6146 -0.0368
C 8.9384 5.9279 -1.0189
C 10.1075 5.1697 -1.7105
C 8.0486 7.3661 0.6824
C 6.9468 6.6207 1.3942
O 6.3445 5.6173 0.6178
C 5.1048 5.0559 1.0459
H 11.6766 4.8476 0.8731
H 11.1623 4.7614 2.5445
H 11.7302 6.2719 1.8945
H 9.2397 6.1202 2.3096
H 9.2097 4.7996 1.1683
H 10.5619 8.0689 0.9376
H 10.0812 8.3044 -0.8840
H 11.1922 6.9862 -0.3501
H 8.5764 6.7096 -1.6955
H 8.0337 5.3331 -0.8455
H 10.6193 4.4479 -1.0441
H 10.7782 5.9007 -2.1633
H 9.6618 4.6240 -2.5773
H 7.7011 8.0430 -0.1188
H 8.4503 8.0518 1.4017
H 6.2332 7.4019 1.7200
H 7.3546 6.1738 2.2800
H 5.3012 4.0142 1.3417
H 4.5020 5.0121 0.1373
H 4.5986 5.6501 1.8223
C -4.6220 1.0286 -5.0666
C -6.0896 1.1715 -4.9309
N -6.9318 -0.0675 -4.5356
C -8.3504 0.3443 -4.5885
C -6.7489 -1.1998 -5.5317
C -7.7513 -2.3818 -5.5708
C -6.5134 -0.5539 -3.2128
C -6.8152 0.3557 -2.0298
O -5.8627 1.3943 -1.8777
C -5.9512 2.1029 -0.6545
H -4.2091 0.6963 -6.0595
H -4.2241 0.3808 -4.2980
H -4.1994 2.0281 -4.9852
H -6.5852 1.4990 -5.8602
H -6.3361 1.8457 -4.1062
H -8.5309 0.5943 -5.6232
H -8.5282 1.1808 -3.9223
H -8.9496 -0.4963 -4.2364
H -5.7011 -1.5983 -5.4005
H -6.7833 -0.7160 -6.4978
H -7.3175 -3.1517 -6.2102
H -8.7400 -2.0762 -5.9550
H -7.8106 -2.8695 -4.6061
H -5.4940 -0.7563 -3.3474
H -6.9687 -1.5075 -2.9945
H -6.7831 -0.1798 -1.0843
H -7.8747 0.6761 -2.1279
H -5.0797 2.6907 -0.7531
H -5.9643 1.4363 0.2356
H -6.8715 2.7237 -0.5435
C -5.5159 6.8287 6.9005
C -4.8062 7.0171 5.5620
N -5.6152 6.7280 4.3117
C -6.1927 5.3153 4.4825
C -6.7653 7.7548 4.1816
C -6.2669 9.1739 4.2505
C -4.6356 6.7748 3.2361
C -5.2075 6.8372 1.8545
O -4.1711 6.2866 1.0844
C -4.5368 6.2542 -0.2795
H -5.6886 5.7498 6.9363
H -6.4795 7.4215 6.9670
H -4.7762 7.1244 7.6030
H -3.9498 6.3309 5.4994
H -4.5836 8.0878 5.5335
H -6.3595 4.9569 3.4743
H -7.0669 5.2491 5.0852
H -5.3146 4.8253 4.8817
H -7.4273 7.4963 4.9950
H -7.2999 7.5355 3.2343
H -5.9127 9.3217 5.2600
H -7.1313 9.8206 4.0308
H -5.5366 9.5278 3.5094
H -4.0452 5.8567 3.3190
H -3.9031 7.5325 3.4043
H -5.3530 7.8702 1.5667
H -6.1279 6.2597 1.6986
H -3.7135 5.8811 -0.8836
H -4.7748 7.2746 -0.7031
H -5.4496 5.6276 -0.5082
C -0.5381 -3.0525 -11.0345
C -0.0817 -3.9966 -9.9472
N 0.0425 -3.4461 -8.5583
C -1.3026 -3.2946 -7.9992
C 0.6562 -4.5549 -7.8176
C 2.1604 -4.6382 -7.9067
C 0.7289 -2.1334 -8.5823
C 1.0859 -1.5321 -7.2343
O -0.0300 -0.9232 -6.6541
C 0.2793 -0.1414 -5.4878
H 0.2108 -2.3375 -11.3605
H -1.4834 -2.5090 -10.9571
H -0.7871 -3.6894 -11.8806
H 0.9331 -4.3218 -10.1475
H -0.6521 -4.9190 -9.7921
H -1.8866 -4.2232 -8.0554
H -1.8204 -2.5650 -8.6335
H -1.2349 -2.8729 -6.9978
H 0.0985 -5.4518 -8.0481
H 0.4413 -4.4343 -6.7441
H 2.4481 -5.6397 -7.5850
H 2.7567 -3.9750 -7.2682
H 2.5452 -4.6715 -8.9122
H -0.0505 -1.5563 -9.0997
H 1.6023 -2.3497 -9.1590
H 1.8491 -0.7903 -7.4226
H 1.4281 -2.3038 -6.5357
H 0.9936 -0.7134 -4.8729
H -0.6096 -0.1558 -4.9039
H 0.6237 0.8099 -5.7874
C 2.6125 -0.0608 0.2948
C 1.1658 0.1546 -0.1301
N 0.1902 -0.7354 0.5817
C 0.8890 -2.0096 0.7745
C -0.1198 -0.2019 1.9510
C -1.2212 -0.9797 2.6316
C -1.0862 -0.9443 -0.2181
C -1.9517 0.1804 -0.2931
O -1.1767 1.2698 -0.8648
C -1.8906 2.4101 -1.0767
H 2.8711 0.0604 1.3399
H 3.1495 0.7945 -0.1800
H 3.0267 -1.0060 -0.0022
H 1.0393 -0.1086 -1.1867
H 0.8941 1.1660 -0.0175
H 0.0715 -2.6787 1.0140
H 1.5595 -1.8857 1.6294
H 1.4158 -2.4097 -0.1034
H -0.3630 0.8243 1.7473
H 0.8128 -0.2722 2.4582
H -1.4010 -0.4169 3.5245
H -1.0192 -1.9623 3.0219
H -2.0984 -0.9404 2.0035
H -1.5403 -1.8209 0.2021
H -0.7093 -1.2705 -1.1886
H -2.3803 0.3927 0.6784
H -2.7720 0.0169 -0.9865
H -2.0261 2.9741 -0.1424
H -2.7985 2.2996 -1.6520
H -1.2268 3.1140 -1.5941
N 2.3560 -4.3198 2.7334
S 1.6744 -5.6670 3.0491
O 1.3940 -6.4231 1.8816
O 0.7289 -5.6281 4.0964
F 2.9939 -6.3496 3.6369
S 3.0735 -3.3053 3.6649
O 2.4307 -3.0677 4.9485
O 3.3637 -2.0830 2.8801
F 4.4552 -3.9991 3.9137
N -2.6016 1.7082 4.0668
S -3.0024 1.5508 5.6066
O -2.3283 0.3595 6.0524
O -4.4011 1.8007 5.7954
F -2.1952 2.7992 6.3041
S -2.7322 3.1547 3.3067
O -3.9186 3.2252 2.4422
O -1.4908 3.6342 2.6945
F -3.2192 4.2024 4.4505
N 2.9496 -3.7403 -4.0181
S 1.9706 -3.7618 -2.7815
O 0.9517 -2.7641 -3.0369
O 2.5644 -3.7383 -1.5366
F 1.1289 -5.0382 -2.8437
S 4.2843 -4.5687 -4.1097
O 4.9851 -4.4180 -5.3542
O 4.1601 -5.8361 -3.5164
F 5.2947 -3.6419 -3.0313
N -3.2895 -2.8788 -1.3219
S -4.1439 -3.2027 -0.0428
O -5.2971 -2.3321 0.0330
O -3.3032 -3.3032 1.1019
F -4.6287 -4.7694 -0.2870
S -3.6748 -2.7566 -2.7647
O -3.0937 -1.7108 -3.5246
O -5.0658 -2.9361 -2.8838
F -2.9713 -4.0008 -3.5191
*
```

Löwdin atomic charge list, values in e, 99 entries:
1. C -0.097
2. C -0.269
3. C -0.191
4. C -0.157
5. N -0.284
6. C -0.078
7. C -0.145
8. C -0.121
9. C -0.054
10. C 0.052
11. H 0.067
12. H 0.088
13. H 0.096
14. H 0.126
15. H 0.120
16. H 0.112
17. H 0.127
18. H 0.149
19. H 0.141
20. H 0.136
21. H 0.127
22. H 0.096
23. H 0.127
24. H 0.104
25. H 0.128
26. H 0.140
27. H 0.138
28. H 0.119
29. H 0.093
30. H 0.114
31. C -0.102
32. C -0.245
33. C -0.180
34. C -0.127
35. N -0.217
36. C -0.075
37. C -0.160
38. C -0.164
39. C -0.062
40. C 0.048
41. H 0.064
42. H 0.029
43. H 0.088
44. H 0.118
45. H 0.110
46. H 0.107
47. H 0.136
48. H 0.084
49. H 0.133
50. H 0.131
51. H 0.130
52. H 0.144
53. H 0.126
54. H 0.133
55. H 0.133
56. H 0.153
57. H 0.111
58. H 0.120
59. H 0.097
60. H 0.087
61. C 0.053
62. N -0.073
63. C 0.016
64. C 0.072
65. C -0.090
66. C 0.052
67. C 0.035
68. C -0.083
69. C 0.038
70. C 0.004
71. N -0.073
72. C 0.022
73. C 0.050
74. C 0.066
75. H 0.096
76. H 0.128
77. H 0.114
78. H 0.149
79. H 0.112
80. H 0.148
81. H 0.163
82. H 0.138
83. H 0.127
84. H 0.178
85. H 0.133
86. H 0.122
87. H 0.127
88. H 0.102
89. C 0.076
90. N -0.060
91. C -0.008
92. C 0.051
93. C -0.094
94. C 0.052
95. C 0.032
96. C -0.067
97. C 0.052
98. C 0.030
99. N -0.086